# 1
{"formula": "C17H21Cl2NO5OsS", "method": "ωB97M-V/def2-TZVPD", "s_squared": 6.0291, "multiplicity": 5, "lumo_energy_ev": [4.40, 2.24], "charge": -2, "orbital_gap_ev": [2.4, 4.1], "species": ["C", "C", "C", "C", "C", "C", "C", "C", "C", "C", "Os", "Cl", "Cl", "O", "H", "H", "H", "H", "H", "H", "H", "H", "H", "H", "H", "H", "H", "H", "H", "H", "O", "H", "O", "S", "O", "N", "C", "O", "C", "C", "C", "C", "C", "C", "H", "H", "H", "H"], "coordinates": [[-0.00631, -1.39007, -2.64067], [0.83929, -0.23827, -2.84057], [0.01095, 0.91835, -2.90226], [2.31108, -0.23594, -3.05420], [-1.34657, 0.50638, -2.75996], [-1.37085, -0.92128, -2.59222], [-2.58740, -1.77527, -2.56530], [0.43616, -2.80932, -2.64538], [0.47705, 2.30910, -3.15937], [-2.52054, 1.40553, -2.90162], [-0.28039, -0.24697, -0.59802], [4.60302, 1.24091, 0.13183], [1.82609, -0.98553, -0.06303], [-2.09495, 0.38909, 0.04849], [2.75313, -1.17899, -2.72384], [2.79004, 0.57663, -2.49093], [2.51530, -0.09582, -4.12244], [1.44776, 2.48587, -2.68237], [-0.24397, 3.03644, -2.77005], [0.58474, 2.47312, -4.24051], [-2.35769, 2.35022, -2.36736], [-3.42287, 0.93242, -2.50619], [-2.67790, 1.63717, -3.96565], [-3.39754, -1.26115, -2.03753], [-2.37839, -2.72126, -2.05946], [-2.92405, -1.99588, -3.58902], [1.40037, -2.90642, -2.13822], [0.53928, -3.17132, -3.67820], [-0.29156, -3.43677, -2.12472], [-1.99601, 1.24536, 0.51489], [-0.85356, -1.92341, 0.22651], [-1.75479, -1.71628, 0.56354], [2.84492, 2.83061, 3.57192], [2.71775, 1.43198, 3.56531], [3.85339, 0.60937, 3.56001], [1.82838, 1.04122, 2.15729], [0.68955, 0.53144, 2.32211], [-0.15650, 0.18866, 1.41412], [0.28127, 0.32726, 3.72807], [-0.93123, -0.23596, 4.18538], [-1.13026, -0.34852, 5.56650], [-0.14486, 0.08695, 6.46627], [1.06767, 0.64970, 5.98280], [1.25861, 0.76120, 4.59472], [-1.67479, -0.56732, 3.47388], [-2.05390, -0.77937, 5.93442], [-0.31114, -0.00903, 7.53564], [1.83224, 0.98514, 6.67538]], "forces_ev_per_a": [[0.169, 1.355, 0.037], [-0.723, -0.325, -0.434], [-0.306, -0.692, 0.857], [0.126, 0.034, 0.108], [0.304, -0.672, -0.643], [0.664, 1.246, -0.142], [-0.154, -0.016, 0.164], [0.056, -0.128, 0.073], [0.086, 0.136, 0.076], [-0.101, 0.068, 0.092], [-0.532, -1.566, 2.449], [-0.323, 0.050, 0.186], [1.589, -0.869, -0.653], [-1.283, 0.783, -0.891], [0.002, 0.217, -0.036], [-0.016, -0.276, -0.108], [0.142, 0.010, -0.027], [-0.168, 0.064, -0.121], [0.190, -0.049, -0.090], [0.034, 0.103, 0.107], [-0.155, -0.182, -0.063], [0.107, 0.164, 0.013], [-0.108, 0.064, 0.103], [0.083, -0.158, 0.000], [-0.103, 0.115, 0.024], [0.023, 0.004, 0.136], [-0.141, -0.033, 0.007], [-0.010, -0.005, 0.113], [0.148, 0.034, 0.013], [0.146, -0.966, -0.365], [-1.061, 0.107, -0.491], [0.702, 0.074, -0.110], [0.817, 2.767, 0.838], [-6.493, -3.000, -2.006], [2.616, -1.174, 0.842], [4.503, 2.270, -0.236], [-2.529, -1.459, 2.344], [-0.635, 0.793, -0.985], [-0.725, -0.321, -3.143], [-0.109, -0.034, 1.634], [-0.348, -0.119, -2.041], [1.155, 0.517, 0.705], [-0.097, -0.002, -1.169], [2.407, 1.066, 2.885], [0.006, 0.000, -0.063], [-0.057, -0.031, 0.038], [0.106, 0.045, -0.048], [-0.008, -0.008, 0.019]]}

***

# 2
{"formula": "C26H19MgN9O", "method": "ωB97M-V/def2-TZVPD", "multiplicity": 1, "lumo_energy_ev": -6.39, "charge": 2, "orbital_gap_ev": 5.6, "species": ["Mg", "C", "O", "C", "C", "C", "C", "C", "C", "C", "N", "C", "C", "N", "C", "C", "C", "C", "N", "C", "C", "N", "C", "C", "C", "C", "H", "H", "H", "H", "H", "H", "H", "H", "H", "H", "H", "H", "H", "H", "N", "C", "N", "C", "N", "C", "C", "N", "C", "C", "N", "H", "H", "H", "H", "H"], "coordinates": [[-2.67031, -0.36411, -3.08670], [6.04467, -0.74068, 7.23058], [6.36438, -0.72220, 5.84321], [5.37451, -0.70020, 4.95269], [5.75929, -0.68417, 3.60450], [4.81130, -0.66129, 2.61423], [3.44321, -0.65265, 2.92685], [3.06831, -0.66875, 4.27230], [4.01392, -0.69196, 5.27514], [2.42238, -0.63745, 1.90437], [1.11732, -0.62392, 2.12734], [0.53103, -0.62125, 0.91010], [1.48532, -0.63121, -0.10576], [2.68303, -0.64302, 0.55428], [1.14445, -0.63031, -1.47710], [2.06351, -0.62757, -2.54582], [1.61005, -0.63914, -3.83950], [0.23351, -0.65227, -4.07519], [-0.65769, -0.64272, -3.09484], [-0.23645, -0.63075, -1.80063], [-1.23405, -0.61773, -0.75500], [-2.54610, -0.61006, -1.11439], [-3.47763, -0.60232, -0.17191], [-3.18362, -0.59370, 1.19063], [-1.86496, -0.59586, 1.57996], [-0.85894, -0.61214, 0.60241], [6.99588, -0.75429, 7.75171], [5.47482, -1.63484, 7.48995], [5.48583, 0.15234, 7.51651], [6.81544, -0.69211, 3.37150], [5.14518, -0.64723, 1.58317], [2.01603, -0.66267, 4.52003], [3.69753, -0.70645, 6.30828], [3.59854, -0.65826, 0.14034], [3.12723, -0.62030, -2.34533], [2.29387, -0.64324, -4.67585], [-0.14523, -0.67866, -5.08953], [-4.50802, -0.60453, -0.50840], [-3.98611, -0.58619, 1.91354], [-1.57046, -0.58727, 2.62153], [-6.82093, -0.26664, -3.39552], [-5.80585, -1.12666, -3.47353], [-4.67843, -0.43798, -3.48117], [-5.08844, 0.87461, -3.39847], [-6.38902, 0.99697, -3.33796], [-4.13472, 1.98129, -3.37657], [-4.51212, 3.32238, -3.34598], [-3.60471, 4.28458, -3.31635], [-2.32222, 3.94031, -3.32530], [-1.92912, 2.60905, -3.35656], [-2.83778, 1.63452, -3.37609], [-7.81303, -0.45793, -3.37798], [-5.90582, -2.19827, -3.53657], [-5.55613, 3.61088, -3.34982], [-1.59438, 4.74122, -3.30574], [-0.88821, 2.31280, -3.36561]], "forces_ev_per_a": [[0.065, -0.630, -0.458], [-0.035, -0.002, 0.082], [0.190, -0.004, 0.066], [-0.297, 0.011, -0.242], [0.153, -0.009, 0.071], [-0.228, 0.016, -0.026], [0.322, -0.019, 0.227], [-0.076, 0.013, -0.273], [0.152, -0.011, 0.208], [-0.381, -0.015, -0.186], [0.005, 0.009, 0.242], [0.459, -0.006, -0.394], [-0.434, 0.002, 0.404], [0.185, 0.026, -0.003], [-0.171, -0.001, -0.202], [-0.081, -0.014, -0.027], [0.020, -0.014, 0.031], [0.061, -0.036, -0.020], [0.261, -0.115, -0.014], [0.479, -0.007, 0.023], [-0.073, -0.023, 0.529], [0.122, -0.122, 0.590], [-0.020, -0.016, -0.010], [0.151, -0.011, 0.081], [-0.125, -0.007, -0.030], [-0.018, 0.011, -0.307], [-0.001, 0.000, -0.002], [0.007, 0.000, -0.024], [0.008, 0.001, -0.024], [-0.011, 0.004, 0.003], [0.054, -0.006, 0.014], [-0.002, -0.005, 0.023], [-0.025, 0.005, -0.041], [0.039, -0.007, 0.035], [0.000, -0.002, -0.012], [0.001, -0.006, 0.004], [-0.021, 0.027, 0.008], [0.007, 0.018, -0.009], [-0.004, -0.001, -0.002], [-0.033, -0.006, 0.007], [0.055, -0.299, 0.021], [-0.193, 0.095, -0.084], [0.085, 0.230, -0.045], [-0.526, -0.306, -0.030], [0.146, 0.301, -0.061], [0.156, 0.508, 0.030], [-0.038, -0.232, -0.040], [0.088, 0.120, -0.003], [-0.076, -0.027, -0.011], [0.000, -0.030, -0.010], [-0.364, 0.636, -0.145], [-0.021, -0.039, -0.013], [-0.053, 0.014, 0.018], [-0.002, -0.036, 0.012], [0.024, -0.028, -0.003], [0.013, 0.044, 0.019]]}

***

# 3
{"formula": "C4H14N2O", "method": "ωB97M-V/def2-TZVPD", "multiplicity": 1, "lumo_energy_ev": 0.84, "smiles": "CCCNCN.O", "orbital_gap_ev": 9.6, "species": ["C", "C", "C", "N", "C", "N", "H", "H", "H", "H", "H", "H", "H", "H", "H", "H", "H", "H", "O", "H", "H"], "coordinates": [[-1.96915, -1.18386, -1.05671], [-0.73327, -1.73010, -0.06962], [-0.10536, -0.56856, 0.84947], [0.29636, 0.63017, 0.06359], [0.83640, 0.57654, -1.30784], [2.22938, 1.17892, -1.34236], [-2.08122, -1.58666, -2.04673], [-3.01299, -1.51359, -0.84170], [-1.78376, -0.16323, -1.30178], [0.18359, -2.08953, -0.58773], [-0.90585, -2.45484, 0.75623], [-0.91930, -0.49777, 1.51655], [0.71879, -0.87211, 1.54275], [-0.56332, 1.24979, 0.15071], [-0.08878, 1.04895, -1.76130], [1.20782, -0.49746, -1.43411], [2.74984, 0.55957, -0.73907], [2.02667, 1.99842, -0.85176], [0.56286, 2.28627, 2.62791], [0.81598, 1.43376, 2.30983], [0.53529, 2.19529, 3.52367]], "forces_ev_per_a": [[0.819, -2.118, 1.209], [1.141, 0.801, 0.188], [0.562, -1.034, -2.125], [-2.535, 1.028, 2.542], [0.943, -1.836, 2.025], [-2.351, -0.727, -1.475], [1.493, -0.924, -0.802], [0.687, 1.076, 1.351], [-0.497, 0.969, 0.579], [-1.204, -0.245, -0.422], [-0.833, -0.145, -1.182], [-0.986, 1.788, 0.875], [-0.264, -0.521, -1.020], [1.849, -0.716, -0.543], [2.240, -0.615, -1.471], [-1.979, 1.025, -0.961], [0.239, 0.161, 0.216], [0.695, 1.919, 1.075], [-0.137, 1.081, -3.219], [0.282, -0.792, -0.793], [-0.166, -0.174, 3.952]]}